The following is a quantum chemistry calculation of 2 unconnected molecules or ions with the total composition C2H5OS in a non-equilibrium geometry, from the Open Molecules 2025 dataset.

Net charge = -1
Energy relative to the best compared isomer or geometry (same formula, charge and spin) = 29.7 kJ/mol
Total energy = -15038.265 eV

Last column: natural (NBO) charge in e.
CARTESIAN COORDINATES (ANGSTROEM)
S -0.707 1.901 -1.973  -0.96
H 0.509 2.149 -2.477  0.10
C -0.459 -0.492 1.385  -0.61
C 0.405 -0.976 0.499  0.19
O 0.598 -0.565 -0.751  -0.75
H -0.683 -0.995 2.327  0.18
H -0.885 0.501 1.362  0.21
H 1.040 -1.841 0.683  0.14
H 0.181 0.318 -1.056  0.50